Here is a molecular structure, C34H30BrF4I2N2OPSiW in a non-equilibrium geometry from the Open Molecules 2025 dataset. Energies are from ωB97M-V/def2-TZVPD.

Geometry as ORCA input:
```
! wB97M-V def2-TZVPD RIJCOSX def2/J DEFGRID3
* xyz 2 3
W -0.869 -0.683 0.197
I -5.367 5.499 -0.890
C -4.310 3.641 -0.840
C -4.479 2.775 -1.891
C -3.867 1.528 -1.853
I -4.252 0.246 -3.475
C -3.061 1.154 -0.774
O -2.392 0.002 -0.796
C -3.002 2.010 0.343
C -2.480 1.336 1.641
N -1.112 0.849 1.703
C -0.669 0.382 3.103
C 0.444 -0.545 2.933
C 1.466 -0.614 3.919
C 2.416 -1.613 3.699
C 2.318 -2.454 2.588
C 1.347 -2.268 1.592
N 0.444 -1.309 1.829
C -3.562 3.273 0.285
H -5.085 3.021 -2.762
H -3.138 0.488 1.737
H -2.700 1.904 2.621
H -0.511 1.670 1.542
H -1.511 -0.101 3.502
H -0.443 1.330 3.622
H 1.416 -0.053 4.870
H 3.156 -1.776 4.484
H 2.998 -3.286 2.456
H 1.294 -2.778 0.659
H -3.483 3.967 1.178
F 1.596 -1.585 -6.648
C 1.521 -1.197 -5.395
C 2.306 -0.117 -4.988
F 3.020 0.615 -5.820
C 2.242 0.254 -3.591
F 3.020 1.297 -3.255
C 1.406 -0.401 -2.671
P 1.388 0.068 -0.943
C 3.028 -0.292 -0.162
C 3.897 -1.275 -0.707
C 5.120 -1.457 -0.143
C 5.451 -0.862 1.103
C 4.578 0.026 1.667
C 3.363 0.303 1.030
C 1.157 1.883 -1.099
C -0.104 2.357 -1.463
C -0.419 3.742 -1.541
C 0.640 4.618 -1.299
C 1.900 4.116 -1.015
C 2.160 2.795 -0.876
C 0.598 -1.444 -3.166
Br -0.605 -2.334 -1.994
C 0.739 -1.854 -4.467
F 0.060 -2.928 -4.925
H 3.599 -1.784 -1.645
H 5.948 -2.093 -0.578
H 6.422 -0.855 1.552
H 4.834 0.654 2.554
H 2.699 0.951 1.567
H -0.922 1.683 -1.794
H -1.441 4.061 -1.688
H 0.534 5.730 -1.344
H 2.740 4.781 -0.908
H 3.140 2.531 -0.545
C -4.097 -2.099 0.481
Si -2.334 -2.535 1.112
C -2.439 -2.569 2.909
C -1.771 -4.295 0.668
H -4.687 -2.953 0.820
H -4.161 -2.095 -0.597
H -4.517 -1.131 0.813
H -3.139 -3.364 3.074
H -2.904 -1.728 3.443
H -1.497 -2.831 3.401
H -2.573 -4.905 0.936
H -0.889 -4.603 1.301
H -1.611 -4.480 -0.391
*
```

strongest force on any atom: 3.25 eV Å⁻¹
HOMO level (spin up / spin down): -13.06 / -13.09 eV
electronic energy: -156863.0254 eV
ΔE to the lowest compared entry with this formula, charge and spin: 60.8 kJ/mol